# 1
DFT (the ωB97M-V functional and the def2-TZVPD basis) results for a cluster of 2 separate species, C6H9FO2 in total.

```
18
Properties=species:S:1:pos:R:3:lowdin_charge:R:1
F -0.2683 -2.0077 -0.7615 0.0418
O 1.1095 -0.4000 0.1859 0.0274
O -1.5963 0.4847 -1.9915 0.0724
C 0.1982 -0.6889 2.9358 -0.0100
C 0.9003 -0.4435 -2.2226 0.0223
C -0.9454 0.2848 -0.9466 -0.3282
C 0.1953 0.4552 3.3086 -0.0068
C -1.2274 1.1977 0.2668 0.0011
C 0.1964 -0.6773 -0.9023 -0.4789
H 0.1475 -1.7387 2.8540 0.0240
H 1.9206 -0.7404 -0.1351 0.0789
H -0.2246 1.5816 0.5508 0.0838
H -2.0225 1.9053 -0.0525 0.0934
H 0.1682 1.5152 3.4346 0.0260
H 1.1968 0.5372 -2.2651 0.0804
H -1.6015 0.5140 1.0964 0.0959
H 1.6725 -1.1168 -2.3542 0.0744
H 0.1805 -0.6627 -3.0015 0.1021
```

## Properties
SMILES string: CC(=O)[C@@](C)(O)F.C#C
Relative energy (zero: lowest compared OMol25 entry of this formula, charge and spin) in kJ/mol: 271.6
HOMO level in Ha: -0.3678



# 2
DFT (the ωB97M-V functional and the def2-TZVPD basis) results for a structure of composition C6H9I.

```
16
Properties=species:S:1:pos:R:3:lowdin_charge:R:1
I -3.0763 0.2078 -0.1495 0.8333
C -0.4488 -0.6193 1.4384 -0.2006
C -0.0485 -1.1570 -0.5567 -0.3532
C 0.0900 2.3225 0.7168 0.0754
C -1.1260 -0.3901 0.2072 -0.7559
C 0.6095 -1.2311 0.8984 -0.0167
C 0.8180 -0.5023 -1.6137 -0.0652
H -0.1425 2.7980 -0.1950 -0.0219
H 1.7243 -1.1120 -1.8637 0.1007
H 1.5896 -1.5656 1.1810 0.0972
H -0.8839 2.0397 1.2136 -0.0158
H 0.9548 0.5063 -1.1818 0.0708
H 0.8805 1.6474 0.9001 -0.0292
H -0.4104 -2.1117 -0.9432 0.1277
H -0.8411 -0.4542 2.4482 0.1145
H 0.3108 -0.3784 -2.4999 0.0386
```

## Properties
Relative energy (zero: lowest compared OMol25 entry of this formula, charge and spin) in kJ/mol: 398.2
HOMO level (spin up / spin down) in Ha: -0.2759 / -0.3223



# 3
DFT (the ωB97M-V functional and the def2-TZVPD basis) results for a cluster of 2 separate species, C6H9IN in total.

```
17
Properties=species:S:1:pos:R:3:lowdin_charge:R:1
I 3.7289 0.2720 0.0509 1.0675
N -0.9566 1.6992 -0.4508 -0.1286
C 0.6881 0.4878 -0.0456 -0.4470
C -1.8703 2.2966 0.5774 0.0428
C 1.8057 -0.2767 0.1753 -0.4831
C 1.6300 -3.4842 -0.1439 0.0904
C -0.7398 0.1635 -0.3013 -0.0612
C 0.4343 1.8678 -0.0586 0.0958
H -2.1172 3.3049 0.6138 0.0929
H 2.4547 -3.6352 0.5849 0.0101
H -1.5058 1.9853 1.5320 0.1039
H -1.0933 -0.5845 -1.0506 0.1505
H -1.0765 -0.1079 0.7577 0.1568
H -2.6725 1.6773 0.3044 0.0924
H 1.7878 -3.5227 -1.2477 0.0122
H -1.1504 1.7258 -1.4724 0.2112
H 0.6530 -3.8690 0.1743 -0.0066
```

## Properties
Relative energy (zero: lowest compared OMol25 entry of this formula, charge and spin) in kJ/mol: 674.1
HOMO level (spin up / spin down) in Ha: -0.4507 / -0.4715
Total charge: +1



# 4
DFT (the ωB97M-V functional and the def2-TZVPD basis) results for a structure of composition C6H9K3N2O5.

```
25
Properties=species:S:1:pos:R:3:lowdin_charge:R:1
K -0.3902 -2.6353 -3.3783 1.1318
K 2.7222 -2.2820 -1.6590 1.1251
K -1.7672 0.1941 -3.5084 1.1160
O -4.0550 1.1264 -0.3280 0.1522
O -0.3102 -0.8492 -2.7081 -0.6097
O 1.3445 -1.0876 -1.3392 -0.3932
O -3.5436 -0.0936 -1.9803 -0.1046
O -0.5229 -0.4877 -0.4267 -0.0096
N 1.3331 1.5836 2.5269 0.0533
N -3.4241 0.2224 -0.8094 -0.3894
C 1.7711 0.5960 0.5767 -0.1333
C 0.8084 1.1888 1.3230 -0.1356
C 2.6159 1.2043 2.5182 -0.1164
C 0.1378 -0.8720 -1.5179 -0.7350
C -2.4783 -0.5542 0.0951 0.0758
C 2.9388 0.4488 1.3835 -0.0418
H -1.8695 -1.1343 -0.5984 0.0713
H 0.1772 -0.8520 0.1199 0.1408
H 3.1971 1.4790 3.3861 0.1263
H -1.7892 0.2079 0.4590 0.0989
H -3.0787 -1.1079 0.8170 0.1385
H 0.8168 2.0422 3.2639 0.1714
H 3.8933 0.0065 1.1390 0.0953
H 1.6883 0.2252 -0.4343 0.0626
H -0.2157 1.4305 1.0797 0.1092
```

## Properties
Relative energy (zero: lowest compared OMol25 entry of this formula, charge and spin) in kJ/mol: 985.5
HOMO level in Ha: -0.4943
Total charge: +2



# 5
DFT (the ωB97M-V functional and the def2-TZVPD basis) results for a structure of composition C6H9LaO5.

```
21
Properties=species:S:1:pos:R:3:lowdin_charge:R:1
La -1.5624 -0.8027 -0.5225 1.8667
O -0.1639 0.8393 1.0510 -0.1944
O 1.9840 0.7138 1.7631 0.2147
O 0.8335 -0.9716 0.7322 -0.1515
O -0.2519 0.4355 -2.4065 -0.2880
O 1.2871 1.6222 -3.5148 0.0481
C -0.4251 2.1293 1.6497 -0.1776
C 1.1066 0.3617 1.0221 -0.5301
C 1.7658 -1.9597 0.9790 -0.1537
C 1.5604 -3.1959 0.5450 0.0695
C -1.9039 2.4001 1.5385 -0.0674
C 0.8189 1.0961 -2.5259 -0.5942
H -0.0856 2.0658 2.6912 0.1458
H 2.7155 -1.5767 1.3535 0.1431
H 2.3595 -3.9271 0.6533 0.0857
H -2.4659 1.8436 2.3001 0.0893
H 1.4170 1.1649 -1.4173 0.1452
H 0.7402 -3.4363 -0.1332 0.0485
H 0.1666 2.8846 1.1167 0.1493
H -2.2784 2.1291 0.5420 0.0474
H -2.0794 3.4734 1.6863 0.1036
```

## Properties
Expectation value of S²: 0.751
Relative energy (zero: lowest compared OMol25 entry of this formula, charge and spin) in kJ/mol: 0.0
HOMO level (spin up / spin down) in Ha: -0.3960 / -0.4490
Total charge: +1
Multiplicity: 2



# 6
DFT (the ωB97M-V functional and the def2-TZVPD basis) results for a structure of composition C6H9LiMnO5.

```
22
Properties=species:S:1:pos:R:3:lowdin_charge:R:1
Mn 0.8645 -0.9686 -0.0280 0.9607
O 0.4313 0.3232 1.6577 -0.1849
O 0.4295 2.4400 -0.1944 -0.0393
O -0.2705 -2.5301 0.3598 -0.3503
O 1.8340 0.6735 -0.5850 -0.3169
O 0.0404 -1.0562 -1.8256 -0.4597
C -0.7192 1.9936 0.3904 -0.1050
C 1.6432 1.7561 0.2106 -0.4491
C -0.7781 0.8986 1.1898 -0.0802
C 1.4858 1.2937 1.6602 -0.0979
C -0.8208 -2.1489 -1.8496 -0.3658
C -1.3937 -2.3360 -0.4211 -0.4090
Li 0.8529 0.5069 -2.2255 0.7476
H 2.3925 0.7762 1.9923 0.1436
H -1.6628 0.5657 1.7273 0.1341
H -2.2989 -1.6953 -0.5631 0.0707
H -0.2875 -3.0554 -2.2043 0.1053
H 1.2329 2.1151 2.3439 0.1473
H 2.4364 2.5154 0.1171 0.1597
H -1.5475 2.7007 0.3507 0.1337
H -1.6743 -2.0093 -2.5436 0.1029
H -2.1901 -2.7588 0.4404 0.1527
```

## Properties
Expectation value of S²: 8.760
Relative energy (zero: lowest compared OMol25 entry of this formula, charge and spin) in kJ/mol: 0.0
HOMO level (spin up / spin down) in Ha: -0.2376 / -0.2565
Multiplicity: 6



Copy entry 2 word for word.
DFT (the ωB97M-V functional and the def2-TZVPD basis) results for a structure of composition C6H9I.

```
16
Properties=species:S:1:pos:R:3:lowdin_charge:R:1
I -3.0763 0.2078 -0.1495 0.8333
C -0.4488 -0.6193 1.4384 -0.2006
C -0.0485 -1.1570 -0.5567 -0.3532
C 0.0900 2.3225 0.7168 0.0754
C -1.1260 -0.3901 0.2072 -0.7559
C 0.6095 -1.2311 0.8984 -0.0167
C 0.8180 -0.5023 -1.6137 -0.0652
H -0.1425 2.7980 -0.1950 -0.0219
H 1.7243 -1.1120 -1.8637 0.1007
H 1.5896 -1.5656 1.1810 0.0972
H -0.8839 2.0397 1.2136 -0.0158
H 0.9548 0.5063 -1.1818 0.0708
H 0.8805 1.6474 0.9001 -0.0292
H -0.4104 -2.1117 -0.9432 0.1277
H -0.8411 -0.4542 2.4482 0.1145
H 0.3108 -0.3784 -2.4999 0.0386
```

## Properties
Relative energy (zero: lowest compared OMol25 entry of this formula, charge and spin) in kJ/mol: 398.2
HOMO level (spin up / spin down) in Ha: -0.2759 / -0.3223